1.
Density functional theory data (ωB97M-V/def2-TZVPD) for C28H45BrN2O19S5 as an isolated structure.

Values from the calculation:
* M: 953.9 g/mol
* DFT total energy: -195858.173 eV
* LUMO: -1.436 eV

```
! wB97M-V def2-TZVPD RIJCOSX def2/J DEFGRID3
* xyz 0 1
H 1.37 5.48 -0.20
C 3.34 -1.17 -1.93
H 0.64 9.34 2.35
C -8.75 -6.44 -3.37
H 3.71 3.61 -3.23
C 3.96 4.53 1.36
O 4.36 -4.42 -0.32
C 4.85 5.78 1.71
H 5.78 3.30 1.58
H -7.59 -6.34 -5.20
S -7.48 -4.32 -3.04
C 5.03 2.91 -0.48
C -10.74 -4.39 0.56
H 5.31 -3.01 -2.07
H 5.69 5.57 2.42
C 5.22 0.27 -0.87
C 0.76 4.66 -0.65
H 5.76 -4.22 4.44
H 1.13 7.76 3.07
O 3.62 7.96 1.33
H 0.49 4.95 -1.70
O 4.82 -0.06 5.07
H -9.71 -4.43 0.91
H 6.64 -2.19 -1.09
H 2.17 9.17 0.54
H 1.60 7.48 0.75
H 1.30 2.33 -2.50
H 4.30 7.39 3.23
C 4.93 -3.14 0.07
H -1.74 -1.05 -1.64
C 2.77 3.92 -2.69
O -12.38 -3.00 -0.35
H 3.39 4.77 0.41
H 2.02 3.07 0.40
C 3.26 -4.72 0.49
C 5.54 -2.36 -1.18
C 1.40 3.22 -0.51
C 4.77 3.20 1.08
H 7.19 -2.68 2.76
H 2.95 6.38 2.61
O -11.64 -4.16 1.65
N 1.37 -0.09 -2.62
C 4.72 -1.03 -1.32
O -5.58 -2.54 -2.07
Br 7.02 0.26 -0.09
O -3.76 -1.14 -1.16
H 4.06 -2.54 0.48
H -10.47 -2.33 -0.04
H -11.00 -5.34 0.09
O 6.70 -0.78 6.54
C 3.10 1.53 -1.61
C -2.46 -3.08 -1.36
H -0.21 4.64 -0.07
C 6.97 -2.52 3.82
H -2.13 -1.47 0.05
H 6.15 2.79 -0.57
H 4.88 -3.00 3.49
O -5.36 -2.20 0.40
H 4.30 2.30 1.57
H -9.31 -5.94 -5.42
C 3.88 6.92 2.29
H 7.81 -2.90 4.41
S -12.94 -3.35 1.12
C 1.54 8.70 2.59
N 2.73 -2.33 -2.37
O -7.80 -5.82 -2.50
O -8.13 -4.49 -4.51
H -2.48 -3.23 -2.44
H 3.22 4.30 2.18
C -2.42 -1.61 -1.00
S -4.79 -2.36 -0.90
H -10.65 -3.45 -1.41
O -8.29 -3.41 -2.30
H 5.32 6.24 0.78
H 3.10 4.75 -1.99
O 6.82 -1.13 4.10
S 1.26 -1.70 -2.89
S 5.87 -0.96 5.40
O -13.03 -2.14 1.87
H -9.75 -6.16 -3.03
O 3.42 -5.34 1.51
H 2.20 -4.44 0.22
C -8.46 -5.86 -4.75
H 2.03 4.38 -3.39
C 4.42 1.57 -0.99
O -14.02 -4.26 0.99
H -8.64 -7.52 -3.35
C 2.14 2.73 -1.85
H -1.63 -3.64 -0.93
O -3.70 -3.55 -0.83
H 2.24 9.17 3.33
H 4.77 3.81 -1.08
C 2.62 0.16 -2.04
H 0.52 2.51 -0.40
O 5.28 -2.46 5.43
O -6.08 -4.18 -3.17
C 5.66 -3.16 4.24
H 5.67 -3.25 0.91
C -10.97 -3.23 -0.39
C 2.23 8.28 1.23
*
```


2.
Density functional theory data (ωB97M-V/def2-TZVPD) for C41H51Cl2CsF2MgN2O7S2 as an isolated structure.

Values from the calculation:
* M: 1014.1 g/mol
* energy above the lowest of the compared OMol25 structures with the same formula, charge and spin: 117.52 kcal/mol
* DFT total energy: -118776.008 eV
* LUMO: -4.900 eV

```
! wB97M-V def2-TZVPD RIJCOSX def2/J DEFGRID3
* xyz 0 1
H 1.18 2.26 -0.76
Cs 5.92 -1.41 4.01
O 2.32 -2.10 -2.14
H -1.07 -0.35 4.15
H 6.41 -0.20 -0.49
H -1.43 -3.29 -0.81
H -3.91 -3.48 -2.29
H 0.83 -4.48 -2.47
H -2.68 0.81 6.09
C -3.74 2.59 -5.54
C -1.77 0.54 4.01
H -0.10 -3.06 -3.25
C 6.47 -1.09 0.19
C -0.11 -3.87 -2.47
H -6.45 2.17 -0.54
O -4.41 -1.51 -2.75
H -5.63 2.97 -4.36
H -1.42 3.40 5.92
H 2.79 0.55 -1.91
C 11.62 2.69 3.78
H -1.78 3.08 4.19
H -2.17 -0.63 -5.87
H -3.44 4.35 3.67
Mg -2.64 -3.85 3.72
F 5.16 1.33 -0.45
H -0.93 1.17 5.93
C -5.03 0.81 -4.30
O 5.48 -2.09 -0.08
C -2.78 1.54 -5.95
H -5.67 -2.65 0.00
C -4.89 2.22 -4.70
C -6.11 -3.37 -2.44
H -5.03 4.23 4.54
H -6.69 -3.76 -1.56
C -0.32 0.69 -0.30
C 3.22 -2.52 -1.07
C -0.80 -0.70 -0.34
H 4.17 -0.56 -0.52
H 10.65 3.78 0.73
C -4.71 -2.33 -0.50
C -2.96 -1.39 2.65
H 10.40 1.60 5.16
N -2.05 -1.19 0.23
H -8.00 -0.83 0.15
S -7.28 -0.57 -0.99
O -3.51 3.19 5.47
H 7.52 -1.49 0.06
H -3.89 -2.93 -0.01
H -1.41 -2.59 1.69
H -5.96 -4.21 -3.18
C 0.11 -1.68 -1.00
F 5.64 0.76 -2.23
C -1.93 1.27 5.40
C -5.54 1.55 -0.37
C 9.34 2.08 3.35
O 0.64 1.54 -5.96
H -0.85 -0.90 1.96
C 10.45 2.08 4.19
H 3.51 -3.60 -1.26
C -3.05 1.23 0.17
Cl 8.06 2.74 1.02
H -0.99 -4.55 -2.65
C -1.74 -1.50 1.66
H 12.62 3.77 2.22
S -1.40 1.92 0.54
H 7.28 0.20 1.92
H -2.78 -2.17 3.47
C -4.11 3.65 4.23
C -3.14 -0.24 0.06
O 1.08 2.30 -4.00
C 4.45 -1.56 -0.94
C 0.93 1.18 -0.86
H -1.21 1.23 3.32
H 5.44 0.09 1.91
H 4.86 -1.41 -1.98
H -3.48 -2.36 -4.45
C -2.14 2.85 5.24
H -6.74 -2.61 -2.96
C 9.41 2.70 2.10
H 2.65 -2.54 -0.10
C -5.64 0.09 -0.51
Cl 7.90 1.30 3.91
H -4.16 3.21 0.05
H -3.64 0.77 2.79
C -4.46 -0.79 -0.29
C 11.70 3.30 2.54
C -4.32 -1.67 -4.16
C 1.40 -1.22 -1.54
N 0.60 1.42 -4.73
C -4.72 -2.72 -2.06
C 6.41 -0.52 1.69
C -2.91 0.14 -5.55
C 10.59 3.30 1.70
H -3.95 -1.70 2.18
O 0.08 0.42 -4.22
H -3.60 3.65 -5.87
C 1.81 0.21 -1.50
C -4.22 2.09 -0.03
C -4.05 -0.21 -4.71
H -5.90 0.57 -3.65
H 0.24 -3.74 -0.26
H -3.80 -0.21 4.27
H -5.26 -2.02 -4.66
C -3.11 -0.02 3.40
H -4.42 2.79 3.57
H 12.49 2.69 4.44
H -1.93 1.89 -6.59
C -0.33 -3.17 -1.06
H 6.47 -1.35 2.51
*
```


3.
Density functional theory data (ωB97M-V/def2-TZVPD) for C41H59ClCsN5PSbSe4 as an isolated structure.

Values from the calculation:
* M: 1258.9 g/mol
* energy above the lowest of the compared OMol25 structures with the same formula, charge and spin: 0.00 kcal/mol
* DFT total energy: -341209.953 eV
* LUMO: 3.436 eV

```
! wB97M-V def2-TZVPD RIJCOSX def2/J DEFGRID3
* xyz -2 1
H -0.70 -0.53 4.69
H 4.39 -6.35 0.32
C 4.00 -4.90 -1.21
H -3.65 1.52 1.20
N -0.32 -1.22 -1.58
H -6.95 -0.80 -2.88
H -1.58 -5.85 2.17
N -1.72 1.62 1.97
H -5.32 -1.24 0.42
H -2.66 -1.90 1.87
H 6.41 1.70 -3.59
C -6.62 1.68 -1.62
Se 1.39 2.83 -2.76
H 4.39 0.36 -4.24
H 2.28 -5.19 2.95
C -4.38 -2.64 -2.62
H 1.39 -2.62 5.36
H 1.61 -1.48 -4.26
C 5.60 -1.55 4.60
Se 2.90 3.92 0.46
C -2.05 -4.15 3.45
H -2.84 -0.29 3.51
Cs 1.29 0.95 0.54
C -5.48 -1.84 -0.48
H -1.03 1.26 -2.92
N 0.24 -3.10 -2.58
H -3.41 -1.97 -0.85
C -3.52 -0.02 -4.97
C 0.43 -3.13 2.68
H -7.56 0.51 -3.88
C 3.27 -4.71 1.10
C 2.66 -3.48 0.80
C 2.74 -3.00 -0.51
H 2.64 -3.51 6.27
H 4.22 -1.10 1.55
N 4.01 0.30 -0.91
H 2.94 -0.54 -2.45
H -1.91 -0.61 1.25
H -5.59 -2.88 -0.15
Cl 7.29 2.51 -0.98
H -6.43 -1.54 -0.94
H 0.98 0.02 -3.61
C 5.05 1.06 -0.56
C -0.04 -1.07 4.01
C 5.95 1.53 -1.50
H 3.48 -3.27 -2.51
H -6.11 -0.38 -4.37
H -7.54 2.12 -2.02
C -6.64 0.03 -3.51
H -1.22 1.44 2.84
C 0.72 -1.01 -3.85
H -3.62 1.98 2.91
H 3.54 -6.34 2.46
C -0.03 -4.36 2.20
H -6.89 0.95 -0.86
C 4.65 0.52 -3.20
H -1.58 2.59 1.72
C -5.79 1.04 -2.74
Se 3.26 4.02 -1.85
H -3.01 -4.55 3.77
C 3.41 -3.69 -1.51
H 4.54 -5.46 -1.97
H 4.64 -2.52 6.24
H 6.50 -1.33 5.16
C -3.15 1.34 2.15
C -0.64 -2.30 -0.76
N -2.83 -0.98 1.49
H -2.22 2.24 -3.78
P 1.85 -2.30 1.97
H -4.41 -0.30 2.69
C 4.32 -1.42 2.59
H 5.15 1.32 0.48
C -4.30 -1.70 -1.42
C 3.37 -2.52 4.52
H 0.66 -3.72 -3.25
H -4.44 -3.68 -2.27
C -1.65 -2.94 3.94
H -6.06 2.48 -1.12
C 3.25 -2.11 3.18
C 3.92 -5.40 0.08
C -0.40 -2.32 3.56
Se 2.11 2.39 -4.94
H -2.17 -0.81 -3.50
C 2.29 -3.25 5.27
H 0.60 -4.90 1.51
C 3.82 0.05 -2.20
H -5.26 -2.46 -3.24
H 0.93 -0.64 3.83
C 0.22 -1.74 -2.66
H -1.09 1.22 -4.67
C 5.49 -1.15 3.27
H 1.98 -4.16 4.76
H -4.14 -0.92 -4.97
H 3.98 -4.76 3.12
H -5.50 1.83 -3.44
C -2.71 0.12 -3.68
H -0.03 -0.97 -4.65
Sb -3.88 0.39 -1.86
H -2.29 -2.40 4.62
C 3.26 -5.29 2.49
H -4.17 0.84 -5.13
C -1.25 -4.89 2.56
H -3.50 -2.56 -3.26
H -2.84 -0.08 -5.83
C 4.55 -2.22 5.20
C -0.30 -3.47 -1.37
C 5.75 1.28 -2.84
H -0.35 -4.49 -1.03
H 6.29 -0.61 2.78
C -3.34 -0.11 2.54
H -1.08 -2.18 0.21
H 2.25 -2.05 -0.73
C -1.71 1.27 -3.77
*
```


4.
Density functional theory data (ωB97M-V/def2-TZVPD) for C55H44GeInN6O2S2 as an isolated structure.

Values from the calculation:
* M: 1072.6 g/mol
* energy above the lowest of the compared OMol25 structures with the same formula, charge and spin: 0.00 kcal/mol
* DFT total energy: -154145.194 eV
* LUMO (alpha / beta): -0.984 / -1.277 eV

```
! wB97M-V def2-TZVPD RIJCOSX def2/J DEFGRID3
* xyz 0 2
N 0.30 -2.97 0.25
C -3.13 0.41 -2.90
C -4.03 -1.60 2.11
C 4.48 3.33 5.36
C 1.51 1.89 2.69
C 0.69 0.47 -0.97
H 1.26 -1.12 4.82
C 4.73 -1.10 0.64
H 0.02 -1.91 -6.61
H -2.86 4.34 2.78
C -2.86 2.99 -2.06
C 3.76 4.20 4.61
N -2.90 0.66 -1.61
C 0.82 2.81 1.94
H -3.08 4.17 0.32
H 0.53 0.85 0.03
C 1.42 -3.24 -0.40
C -3.15 -3.20 -2.51
C 4.17 -2.90 2.13
C 3.29 1.47 4.39
C -2.80 3.31 0.91
C -0.10 -2.21 -3.24
H 3.54 4.00 -1.83
H 3.94 5.27 4.68
H -6.99 -1.41 1.75
C -3.08 2.75 -3.41
H 3.12 -4.52 -0.66
H -0.08 0.03 4.76
H -4.06 -3.15 -5.74
H -1.54 -3.96 2.88
H 2.23 5.71 3.00
C 3.01 -2.23 2.50
C -0.01 -1.62 -5.57
H 5.12 2.59 -3.12
C 3.95 0.81 -2.88
C 3.34 2.95 -1.97
C -3.24 -1.03 -3.26
C -3.62 -1.45 -4.52
C 0.43 -0.77 4.21
C 2.03 4.65 2.91
C 2.71 -0.98 1.96
C -2.69 3.40 2.28
H 5.24 3.69 6.05
H -0.27 -1.58 4.06
O -3.33 3.56 -5.59
C 2.80 0.25 -2.34
C 2.22 -4.34 -0.10
C -2.58 2.09 0.28
H 0.05 2.49 1.25
H -2.28 2.28 4.09
C -0.17 -0.43 -1.45
S -4.37 -1.47 0.43
H 0.35 -5.50 2.47
C -2.15 1.09 2.32
H -7.38 -0.32 3.09
C -3.12 3.92 -4.43
H 0.51 4.89 1.44
H 1.69 -2.55 -1.19
H -6.38 0.26 1.74
C 5.03 -2.34 1.20
C 1.08 4.20 2.05
H 5.40 -0.66 -0.09
Ge 1.11 -0.03 2.51
H -0.11 1.14 -3.62
H -0.16 -2.98 -2.48
H 3.14 0.40 4.31
In -1.89 -0.96 -0.23
C -0.08 0.09 -3.89
C 1.90 1.04 -1.61
C 3.59 -0.43 1.03
H 1.51 3.01 -0.86
H 4.40 -3.87 2.58
H 4.82 1.25 5.85
H 4.63 0.19 -3.44
C 4.24 1.94 5.25
C 2.77 3.74 3.71
H -3.81 -0.73 -5.30
H 5.93 -2.86 0.91
O -2.94 5.03 -3.91
H 3.38 0.55 0.59
N -2.24 1.00 0.99
H 2.59 -0.80 -2.48
H -3.66 -4.77 -3.88
S -5.19 -1.11 3.33
C -3.23 1.44 -3.83
C -6.62 -0.60 2.36
C 1.83 -5.18 0.92
N -2.93 -2.04 2.63
C 4.22 2.16 -2.70
H -3.40 1.28 -4.88
C -0.05 -3.76 1.26
H -2.74 4.03 -1.76
H -0.04 0.49 -5.99
C -1.25 -3.37 2.02
C 2.52 2.35 3.59
C -2.78 1.92 -1.19
N -1.94 -2.34 1.73
H -0.04 -3.64 -4.84
C -2.37 2.26 3.01
C -3.77 -2.81 -4.76
C 2.19 2.39 -1.43
C -0.04 -0.28 -5.22
C 0.68 -4.88 1.64
H 2.42 -6.05 1.18
C -3.54 -3.71 -3.73
N -2.99 -1.90 -2.28
H 2.34 -2.69 3.23
C -0.10 -0.87 -2.87
H -1.90 0.17 2.85
C -0.04 -2.59 -4.58
H -2.96 -3.86 -1.67
*
```


5.
Density functional theory data (ωB97M-V/def2-TZVPD) for an isolated ion of composition C6H12N and charge +1.

Values from the calculation:
* M: 98.2 g/mol
* energy above the lowest of the compared OMol25 structures with the same formula, charge and spin: 66.38 kcal/mol
* DFT total energy: -7897.183 eV
* SMILES string: C=C[C@@]1([NH3+])C[C@@H]1C
* LUMO: -3.853 eV

```
! wB97M-V def2-TZVPD RIJCOSX def2/J DEFGRID3
* xyz 1 1
H 1.98 0.90 0.55
H 1.30 -2.49 -1.52
H -1.89 0.05 -0.33
H -0.04 -0.23 -2.18
C -1.00 1.88 0.60
N 1.27 0.08 0.98
C 0.12 0.46 -1.34
H -1.04 -2.00 0.42
H -1.47 2.58 0.08
H 1.96 -0.70 1.41
H 0.95 1.13 -1.24
C -0.94 0.55 -0.24
H -1.44 1.77 1.54
H 0.02 2.21 0.68
H 0.25 -3.69 -0.69
C 0.17 -0.36 -0.06
C 0.61 -2.68 -0.78
H 0.79 0.44 1.82
C -0.15 -1.81 -0.13
*
```


6.
Density functional theory data (ωB97M-V/def2-TZVPD) for an isolated molecule of C14H17FN2O4.

Values from the calculation:
* M: 296.3 g/mol
* DFT total energy: -28683.025 eV
* SMILES string: CC1(C)NC(=O)N(C[C@@H](O)COc2cccc(F)c2)C1=O
* LUMO: 0.601 eV

```
! wB97M-V def2-TZVPD RIJCOSX def2/J DEFGRID3
* xyz 0 1
H -4.17 -0.97 -1.44
C 2.27 -1.49 0.58
C 4.53 -1.21 -0.19
H -4.52 -1.99 -0.04
H -1.54 -0.94 1.95
H 0.72 0.80 -1.88
H 1.45 -2.12 0.89
C -2.58 -1.04 1.65
H 1.25 2.81 -0.77
O 0.16 -1.46 -1.81
C 2.08 -0.10 0.57
H -2.95 -2.02 1.93
H -1.46 3.07 -0.10
C 3.12 0.73 0.19
N -1.77 -1.71 -0.58
C -2.16 0.53 -0.24
H 5.48 -1.61 -0.50
C -0.14 1.35 -1.48
H -0.61 1.92 -2.29
O -2.62 1.60 0.10
C 4.32 0.15 -0.19
N -1.05 0.34 -0.99
H -4.75 -0.24 0.06
H -1.78 -2.71 -0.52
O -0.57 3.43 -0.28
H -0.40 1.77 1.54
F 5.33 0.97 -0.56
O 0.84 0.32 0.96
C -4.13 -1.03 -0.36
C 0.32 2.36 -0.41
H 3.03 1.80 0.17
H -3.17 -0.27 2.15
C -2.69 -0.85 0.13
C 3.48 -2.03 0.20
H 1.30 2.26 1.54
C -0.77 -1.03 -1.19
C 0.54 1.70 0.98
H 3.61 -3.10 0.20
*
```